Molecular formula: C5H8O
Method: DFT, ωB97M-V/def2-TZVPD

```
14
Properties=species:S:1:pos:R:3
C 1.35257 -0.44469 0.07317
C -0.18748 1.09081 -0.19611
C -0.62811 -0.10544 -1.08843
C -0.10471 -0.83648 0.21881
C -0.66612 0.28998 1.10745
H 1.71623 -1.02715 -0.79529
H 1.93278 -0.56957 0.97850
H -0.46881 2.11471 -0.42560
H -1.68899 -0.17048 -1.08685
H -0.18320 -0.25942 -2.03569
H -0.34249 -1.85397 0.38012
H -1.76460 0.17568 0.99431
H -0.18517 0.62473 1.98492
O 1.21812 0.97128 -0.10932
```

Output
Net charge: 0
Strongest force on any atom: 0.0841 hartree/bohr
HOMO-LUMO gap: 10.4 eV
E: -270.47978 hartree

=====

Molecular formula: C4H4N2O
Method: DFT, ωB97M-V/def2-TZVPD

```
11
Properties=species:S:1:pos:R:3
N 2.52420 0.76322 0.41749
C 1.71166 0.04927 -0.00165
C 0.77862 -0.86058 -0.59517
O -0.40295 -1.12422 -0.06641
C -1.23523 -0.19327 0.36759
C -0.81840 0.86085 1.24225
N -0.55662 1.72406 1.97144
H 1.17986 -1.70885 -1.13663
H -0.11152 0.40899 -1.51977
H -0.82602 0.65205 -1.16701
H -2.24360 -0.57151 0.48786
```

Output
Net charge: 0
Strongest force on any atom: 0.0220 hartree/bohr
HOMO-LUMO gap: 8.0 eV
E: -339.38428 hartree

=====

Molecular formula: CH8N2O3
Method: DFT, ωB97M-V/def2-TZVPD

```
14
Properties=species:S:1:pos:R:3
N 1.29608 -0.94461 0.66109
C 1.31221 -0.10894 -0.43112
N 0.25323 -0.52700 -1.29431
O 0.99507 1.27624 0.02577
H 2.36270 0.01586 -0.92319
H 2.11286 -1.30144 1.08809
H -0.00020 -1.48738 -1.08046
H -0.53595 0.08879 -1.18319
H -1.69202 0.42660 0.90091
H -2.63682 1.16328 -0.89483
O -1.82338 1.20569 -0.50739
H -0.67277 -0.74968 1.29059
H 0.33473 1.05367 0.69895
O -1.30574 -0.11107 1.64909
```

Output
Net charge: +1
Strongest force on any atom: 0.1004 hartree/bohr
HOMO-LUMO gap (spin up / spin down): 8.4 / 6.1 eV
Multiplicity: 2
E: -377.57544 hartree

=====

Molecular formula: C5H8N2
Method: DFT, ωB97M-V/def2-TZVPD

```
15
Properties=species:S:1:pos:R:3
C -2.70191 -1.01116 -0.70968
N -1.42264 -0.46036 -0.37602
C -0.43602 -1.26724 -0.30832
C 0.85096 -0.70194 -0.02750
C 0.77703 0.61850 0.11779
C 2.21874 1.97770 0.92733
N 0.90245 1.80883 0.26457
H -2.63630 -2.09172 -0.90896
H -3.09762 -0.50747 -1.59911
H -3.40548 -0.84125 0.11188
H -0.49809 -2.33588 -0.54110
H 1.81923 -1.18555 -0.09179
H 2.93104 1.55604 0.21040
H 2.29232 1.40525 1.85742
H 2.40629 3.03625 1.07310
```

Output
Net charge: 0
Strongest force on any atom: 0.0178 hartree/bohr
HOMO-LUMO gap: 8.3 eV
SMILES: CN=C=C/C=N/C
E: -304.70616 hartree

=====

Molecular formula: C7H12N2O2
Method: DFT, ωB97M-V/def2-TZVPD

```
23
Properties=species:S:1:pos:R:3
C 1.80218 0.15942 -0.25083
C 3.09264 -0.25469 -0.13662
C -0.97423 0.53409 -1.18962
C 0.11712 1.71214 -1.09138
C 0.18699 -2.84511 0.08092
C 1.12807 1.97030 1.25684
C -0.69220 -1.62581 -0.09015
N -0.41709 -0.67970 -1.20869
N 1.06084 1.30824 -0.02066
O 2.66774 -0.15758 -1.41060
O 4.03457 -0.52754 0.49136
H -1.68390 0.61357 -0.27853
H -1.47734 0.66312 -2.14502
H 0.79744 1.71071 -1.95878
H -0.27501 2.63932 -0.76070
H -0.05366 -3.38696 0.95045
H 0.12572 -3.31730 -0.75690
H 1.24512 -2.50679 0.17588
H 0.16586 2.49429 1.53813
H 1.88019 2.70847 1.39217
H 1.36452 1.42404 2.23165
H -1.68718 -2.04734 -0.22460
H -0.61202 -0.96874 0.83058
```

Output
Net charge: 0
Strongest force on any atom: 0.1205 hartree/bohr
HOMO-LUMO gap (spin up / spin down): 8.9 / 7.5 eV
E: -533.68684 hartree

=====

Molecular formula: C3H9NO2
Method: DFT, ωB97M-V/def2-TZVPD

```
15
Properties=species:S:1:pos:R:3
C 0.82543 -0.27486 -0.12631
C -0.58861 -0.29499 0.34625
C -1.48636 0.86639 0.00434
N 1.55279 0.95402 0.00658
O 1.57428 -1.35553 0.39020
O -1.11703 -1.49833 -0.63178
H 2.00926 -1.03133 1.18973
H -0.65702 -2.32508 -0.42279
H 0.44475 -0.69942 -1.17961
H -0.67503 -0.63027 1.38358
H 2.27277 1.04047 -0.70049
H 0.98206 1.78739 -0.01072
H -1.22598 1.73874 0.60668
H -1.38849 1.12305 -1.04886
H -2.52282 0.59973 0.19321
```

Output
Net charge: 0
Strongest force on any atom: 0.0607 hartree/bohr
HOMO-LUMO gap: 10.3 eV
SMILES: C[C@@H](O)[C@@H](N)O
E: -324.89189 hartree

=====

Molecular formula: C28H46Br8O15
Method: DFT, ωB97M-V/def2-TZVPD

```
97
Properties=species:S:1:pos:R:3
Br 0.03606 1.54579 1.71343
C -0.28401 0.06617 0.29178
C -1.71993 -0.52934 0.33220
Br -1.78324 -1.99606 -1.04834
H 0.44879 -0.73228 0.40836
H 0.02355 0.43508 -0.68668
H -2.45319 0.25759 0.15572
H -1.85116 -0.95360 1.32763
Br -2.23711 3.80082 -8.99581
C -1.47574 3.78521 -7.16594
C -0.79903 2.43461 -6.92027
Br -0.43274 2.19289 -4.99634
H -2.32233 3.82731 -6.48068
H -0.79078 4.61079 -6.97270
H 0.09632 2.43650 -7.54192
H -1.45207 1.61526 -7.22073
Br -2.31189 -7.82969 -1.86405
C -4.26203 -7.95330 -1.50856
C -4.94766 -6.67228 -1.96967
Br -6.85589 -6.60683 -1.58459
H -4.46675 -8.29502 -0.49397
H -4.72752 -8.75041 -2.08825
H -4.77114 -6.41387 -3.01378
H -4.45187 -5.88958 -1.39550
Br 5.39591 0.80582 5.01466
C 5.41873 0.77558 3.06351
C 6.18429 1.98547 2.50312
Br 5.94037 1.99266 0.50855
H 4.38482 0.72592 2.72197
H 5.97230 -0.12875 2.81080
H 7.25814 1.92957 2.68147
H 5.71519 2.91620 2.82216
C -4.50558 4.72397 0.98911
C -5.52517 4.15755 -0.02231
C -6.22939 5.21901 -0.91039
O -6.29138 4.58181 -2.17126
C -5.45475 3.54330 -2.19489
O -5.18666 2.93185 -3.23139
O -4.85467 3.43693 -1.02208
H -4.08514 3.87831 1.53336
H -5.03535 5.28351 1.76006
H -3.69897 5.33363 0.58194
H -6.20456 3.44125 0.43968
H -5.66424 6.15097 -0.92290
H -7.21576 5.50316 -0.54374
C -2.64207 1.22116 6.13079
C -2.04189 2.28739 7.06173
C -0.60066 1.90260 7.45677
O 0.09302 3.07422 6.99755
C -0.68047 4.02219 6.51044
O -0.25408 5.00318 5.90485
O -1.95144 3.56157 6.42051
H -2.13214 1.10169 5.17486
H -3.65406 1.49686 5.83418
H -2.80333 0.30571 6.70007
H -2.56851 2.35550 8.01364
H -0.29897 0.98039 6.96018
H -0.50331 1.73825 8.52990
C 3.39741 -8.53197 0.39907
C 4.03756 -7.25248 -0.16538
C 3.33948 -6.72478 -1.42049
O 3.55353 -5.31347 -1.22583
C 3.74120 -5.10196 0.11722
O 3.76168 -4.05191 0.71296
O 3.85942 -6.21022 0.75288
H 3.73244 -8.67062 1.42700
H 3.64887 -9.28449 -0.34831
H 2.30768 -8.54893 0.38176
H 5.10061 -7.27369 -0.40532
H 2.31656 -7.06574 -1.58009
H 3.91827 -7.03277 -2.29125
C -0.00757 -3.89559 -6.05005
C -0.10243 -4.94206 -7.18250
C 0.02820 -6.36112 -6.68923
O -1.30534 -6.75069 -6.62202
C -2.11505 -5.84909 -7.31211
O -3.29977 -5.95787 -7.51019
O -1.38756 -4.83729 -7.68747
H 0.98839 -3.78378 -5.62148
H -0.64162 -4.16228 -5.20451
H -0.45656 -2.95671 -6.37410
H 0.60492 -4.68943 -7.97241
H 0.58475 -6.39861 -5.75277
H 0.54174 -7.03049 -7.37941
C 3.67605 6.74537 2.87170
C 3.95425 7.63048 4.05123
C 4.34066 6.92304 5.32544
O 5.50351 7.59877 5.69697
C 5.88394 8.56315 4.83256
O 6.87425 9.28291 5.01652
O 4.99958 8.57454 3.79293
H 3.00529 5.90683 3.05888
H 4.59117 6.31417 2.46585
H 3.21362 7.35953 2.09901
H 3.16377 8.37472 4.14805
H 4.53609 5.87225 5.11163
H 3.62218 6.90812 6.14499
```

Output
Net charge: 0
Strongest force on any atom: 0.0792 hartree/bohr
HOMO-LUMO gap: 10.2 eV
SMILES: C[C@H]1COC(=O)O1.C[C@H]1COC(=O)O1.C[C@H]1COC(=O)O1.C[C@H]1COC(=O)O1.C[C@H]1COC(=O)O1.BrCCBr.BrCCBr.BrCCBr.BrCCBr
E: -22815.20619 hartree

=====

Molecular formula: C16H26ClF2IN5O2
Method: DFT, ωB97M-V/def2-TZVPD

```
53
Properties=species:S:1:pos:R:3
O 0.95740 1.39561 4.38468
C 0.88331 2.33815 3.73532
O 1.38776 2.32290 2.46042
C 0.74625 3.23632 1.58526
C -0.68853 2.79691 1.23088
N -0.75064 1.50390 0.47828
C -0.03799 1.60774 -0.83767
C -0.12106 0.29500 -1.63323
F 0.17764 -0.77419 -0.78102
C 0.72880 0.35870 -2.91655
C 1.78866 -0.76224 -3.06002
C 3.10252 -0.09062 -3.59805
I 4.33889 0.37709 -1.87149
N -1.52109 0.14195 -2.03590
C -2.37328 0.08084 -0.85873
F -3.65834 0.16441 -1.30840
C -2.19358 1.25479 0.11944
Cl -3.19530 0.91898 1.54278
H 0.42231 3.24491 4.17237
H 1.37073 3.38028 0.69987
H 0.64846 4.23686 2.03725
H -1.11512 3.59641 0.61078
H -1.26796 2.78726 2.15849
H -0.37238 0.74667 1.06391
H -0.56539 2.39072 -1.39115
H 1.02284 1.84667 -0.72194
H 0.04744 0.27672 -3.77050
H 1.16330 1.36448 -2.99746
H 1.50120 -1.48825 -3.82669
H 2.06212 -1.24470 -2.12321
H 2.88661 0.83847 -4.13165
H 3.62870 -0.73835 -4.30178
H -1.57215 -0.78199 -2.47279
H -2.25606 -0.89573 -0.36762
H -2.51822 2.15471 -0.41397
C -2.20489 -3.98293 -0.92730
C -1.42866 -4.02167 -2.15889
N -0.82062 -4.03341 -3.13286
H -1.65279 -3.48043 -0.13189
H -3.14281 -3.44442 -1.07037
H -2.45249 -4.98204 -0.57092
C 6.44891 -3.14062 0.03013
C 7.21697 -3.28148 -1.19891
N 7.82172 -3.38918 -2.16844
H 7.01115 -2.60142 0.79219
H 5.52222 -2.59238 -0.14249
H 6.18224 -4.11089 0.44835
C -5.13729 0.79669 4.69042
C -6.41318 0.42537 5.28535
N -7.41884 0.13223 5.75312
H -4.35389 0.08622 4.95562
H -5.20318 0.82525 3.60262
H -4.81447 1.78213 5.02621
```

Output
Net charge: +1
Strongest force on any atom: 0.0840 hartree/bohr
HOMO-LUMO gap: 9.3 eV
E: -2006.83274 hartree